Here is 8 unconnected molecules or ions with the total composition C58H126N6O8 at a distorted geometry from the Open Molecules 2025 dataset. Energies are from ωB97M-V/def2-TZVPD.

Computed properties:
E_LUMO (eV): 0.44
Orbital gap (eV): 8.579
SMILES string: CC1(C)CCCC(C)(C)N1O.CC1(C)CCCC(C)(C)N1O.CC1(C)CCCC(C)(C)N1O.CC1(C)CCCC(C)(C)N1O.CC1(C)CCCC(C)(C)N1O.CC1(C)CCCC(C)(C)N1O.CCO.CCO
Highest occupied orbital energy (eV): -8.14
F_max (eV/Å): 5.636
Energy above the lowest of the compared OMol25 structures with the same formula, charge and spin (kJ/mol): 708.4

```
! wB97M-V def2-TZVPD RIJCOSX def2/J DEFGRID3
* xyz 0 1
C -11.293 16.449 -7.603
C -10.704 17.581 -6.776
C -11.541 18.777 -7.242
C -10.876 17.377 -5.261
C -9.845 16.317 -4.796
C -8.386 16.673 -5.207
C -8.116 16.985 -6.735
C -6.692 17.575 -6.811
C -8.189 15.681 -7.474
N -9.265 17.937 -7.110
O -9.012 18.436 -8.410
H -10.763 16.309 -8.545
H -11.363 15.551 -6.989
H -12.312 16.646 -7.936
H -12.362 18.987 -6.556
H -11.023 19.730 -7.132
H -11.956 18.759 -8.250
H -10.858 18.275 -4.642
H -11.861 17.027 -4.952
H -9.949 16.377 -3.712
H -10.269 15.358 -5.092
H -7.858 15.728 -5.076
H -7.872 17.315 -4.491
H -5.929 16.847 -6.535
H -6.517 18.474 -6.221
H -6.573 17.990 -7.812
H -7.803 15.763 -8.490
H -9.127 15.128 -7.424
H -7.627 14.806 -7.148
H -9.358 17.688 -8.902
C -16.202 12.641 1.829
C -15.861 14.117 1.593
C -16.726 15.035 2.528
C -14.417 14.270 1.899
C -13.357 13.888 0.816
C -13.744 14.551 -0.475
C -15.185 14.220 -0.936
C -15.517 15.194 -2.111
C -15.325 12.753 -1.527
N -16.120 14.571 0.184
O -17.406 14.341 -0.071
H -17.184 12.326 1.475
H -15.685 11.852 1.282
H -16.162 12.426 2.897
H -16.253 15.178 3.499
H -16.739 15.989 2.001
H -17.731 14.614 2.548
H -14.190 15.259 2.298
H -14.212 13.613 2.744
H -12.366 14.168 1.173
H -13.309 12.800 0.859
H -13.094 14.267 -1.303
H -13.579 15.628 -0.510
H -15.443 16.262 -1.902
H -16.511 14.949 -2.486
H -14.829 15.046 -2.943
H -15.197 11.929 -0.825
H -14.698 12.516 -2.386
H -16.315 12.716 -1.981
H -17.770 15.224 -0.172
C -10.640 11.879 -3.804
C -10.292 12.102 -2.339
C -10.148 13.603 -2.047
C -11.412 11.681 -1.441
C -11.520 10.178 -1.380
C -10.247 9.474 -0.881
C -9.015 9.875 -1.784
C -7.875 9.432 -0.900
C -9.027 9.043 -3.146
N -9.050 11.382 -1.911
O -7.927 11.891 -2.460
H -10.873 10.817 -3.888
H -11.453 12.503 -4.174
H -9.767 12.013 -4.443
H -9.986 13.796 -0.987
H -9.245 14.057 -2.455
H -10.984 14.178 -2.445
H -11.200 12.106 -0.460
H -12.378 12.086 -1.744
H -12.306 9.924 -0.670
H -11.932 9.807 -2.319
H -10.239 8.392 -0.748
H -10.207 9.905 0.119
H -6.969 9.644 -1.467
H -8.024 8.353 -0.864
H -7.859 9.806 0.124
H -8.297 9.416 -3.864
H -9.972 9.205 -3.664
H -8.932 8.017 -2.792
H -7.500 12.361 -1.739
C -21.414 9.737 -5.051
C -21.481 11.275 -4.914
C -20.885 11.889 -6.198
C -23.074 11.758 -4.842
C -23.147 13.206 -4.253
C -22.282 13.299 -3.035
C -20.773 12.943 -3.122
C -20.063 14.016 -3.920
C -20.222 12.916 -1.675
N -20.712 11.595 -3.716
O -19.367 11.269 -3.749
H -21.540 9.285 -4.067
H -20.440 9.377 -5.382
H -21.905 9.265 -5.902
H -21.205 12.896 -6.467
H -21.178 11.247 -7.029
H -19.807 11.830 -6.051
H -23.543 11.758 -5.826
H -23.451 11.064 -4.091
H -24.212 13.254 -4.027
H -22.880 13.901 -5.050
H -22.734 12.696 -2.248
H -22.253 14.359 -2.780
H -20.381 14.137 -4.955
H -20.298 14.902 -3.331
H -18.989 13.830 -3.942
H -20.091 13.933 -1.304
H -20.763 12.227 -1.028
H -19.191 12.567 -1.629
H -19.291 10.652 -3.017
C -16.733 19.597 -2.817
C -16.628 19.942 -4.400
C -16.309 21.428 -4.510
C -15.340 19.174 -4.900
C -15.606 17.642 -5.114
C -16.692 17.686 -6.274
C -18.066 18.386 -5.976
C -18.805 18.529 -7.318
C -18.933 17.473 -5.107
N -17.784 19.718 -5.297
O -19.029 20.323 -4.943
H -17.637 20.079 -2.444
H -16.926 18.530 -2.706
H -15.894 19.933 -2.208
H -15.504 21.718 -3.834
H -15.926 21.751 -5.479
H -17.221 21.912 -4.161
H -14.911 19.690 -5.758
H -14.636 19.218 -4.068
H -14.724 17.065 -5.392
H -16.016 17.159 -4.227
H -16.896 16.620 -6.374
H -16.166 18.105 -7.133
H -19.740 19.021 -7.052
H -19.059 17.551 -7.726
H -18.367 19.194 -8.063
H -19.126 16.468 -5.481
H -19.929 17.841 -4.861
H -18.438 17.396 -4.138
H -19.098 21.112 -5.486
C -13.208 8.201 -7.904
C -11.741 8.529 -7.451
C -11.529 8.207 -5.909
C -10.826 7.606 -8.409
C -9.513 8.187 -8.825
C -9.616 9.561 -9.374
C -10.430 10.577 -8.487
C -9.334 10.858 -7.300
C -10.733 11.914 -9.170
N -11.613 9.963 -7.848
O -12.222 10.758 -6.877
H -13.955 8.663 -7.258
H -13.542 8.474 -8.905
H -13.321 7.119 -7.839
H -11.962 8.859 -5.150
H -11.746 7.194 -5.569
H -10.463 8.202 -5.682
H -10.749 6.680 -7.839
H -11.434 7.330 -9.271
H -8.819 8.191 -7.985
H -9.043 7.491 -9.521
H -10.268 9.556 -10.248
H -8.670 9.974 -9.723
H -9.402 11.742 -6.667
H -8.335 11.010 -7.709
H -9.208 10.013 -6.623
H -11.087 11.573 -10.143
H -9.830 12.460 -9.443
H -11.424 12.586 -8.663
H -13.046 11.036 -7.284
C -14.184 11.759 -11.773
C -13.938 11.805 -10.284
O -15.319 11.687 -9.651
H -14.249 10.749 -12.176
H -13.276 12.121 -12.257
H -14.964 12.405 -12.176
H -13.410 12.758 -10.245
H -13.188 11.143 -9.849
H -15.348 12.373 -8.980
C -13.796 13.782 -6.041
C -15.037 12.977 -5.878
O -16.173 13.813 -5.945
H -12.912 13.189 -5.802
H -13.868 14.556 -5.278
H -13.693 14.319 -6.984
H -15.090 12.523 -4.889
H -15.110 12.227 -6.666
H -17.050 13.438 -5.838
*
```

These are the Löwdin partial charges, in e, on atoms 1 to 5: -0.0482 -0.4756 -0.0520 -0.1327 -0.1666